The following is a DFT calculation (ωB97M-V with the def2-TZVPD basis set) of 10 unconnected molecules or ions with the total composition C19H56F30N5O5P5 at a distorted geometry.

Calculated values
Frontier orbital gap = 7.868 eV
HOMO = -9.71 eV

Geometry as XYZ:
```
120
Properties=species:S:1:pos:R:3:forces:R:3
C 3.8462 -1.2946 -0.6845 3.0 -0.4 0.9
C 2.5214 -1.5102 -0.1784 -4.2 -0.6 0.2
C 1.4662 -0.6976 -1.0253 -0.7 -1.0 1.2
O 0.0481 -0.9170 -0.6115 2.5 -0.7 1.1
C -0.8222 -0.2634 -1.4642 -0.5 0.8 -1.2
N 2.0911 -2.9813 -0.0766 0.4 0.5 0.4
H 2.6366 -3.5806 0.5263 1.5 -0.3 0.0
H 1.2288 -3.1694 0.4145 -1.3 0.7 -0.5
H 2.0411 -3.4397 -0.9752 -0.2 -0.4 -0.5
H 4.5280 -1.6222 0.1002 0.2 -0.2 0.3
H 4.0281 -0.2216 -0.6241 0.2 0.1 -1.1
H 4.2273 -1.8840 -1.5185 -0.6 0.7 -0.6
H 2.5059 -1.1151 0.8373 -0.3 -0.2 0.1
H 1.5556 -0.9022 -2.0922 0.1 0.0 0.0
H 1.8359 0.2985 -0.7821 -0.6 0.6 -0.5
H -1.8917 -0.3321 -1.2654 0.0 -0.2 1.4
H -0.8826 -0.7269 -2.4489 1.0 0.4 -0.4
H -0.5395 0.7891 -1.4440 -0.3 0.3 -0.8
C -3.8153 -2.0994 -6.3565 -0.6 1.2 0.5
C -4.7478 -2.0861 -5.1401 -0.8 -1.4 0.3
C -4.3885 -1.1326 -4.0522 0.5 1.2 1.6
O -5.4328 -0.9892 -3.0006 1.8 0.7 -1.4
C -5.0809 0.1776 -2.1945 -1.3 -0.8 0.5
N -6.2149 -1.7683 -5.5385 0.7 0.0 -0.4
H -6.8103 -1.5674 -4.7478 0.0 -0.2 0.9
H -6.2744 -0.9410 -6.1148 0.3 0.4 -0.4
H -6.6028 -2.5345 -6.0702 -0.2 -0.3 -0.2
H -3.8710 -1.1205 -6.8328 0.3 0.4 0.1
H -4.0639 -2.7697 -7.1793 0.1 -0.6 0.6
H -2.8132 -2.2157 -5.9438 0.1 -0.3 -0.4
H -4.8298 -3.0770 -4.6935 0.0 -0.2 -0.1
H -4.0670 -0.1968 -4.5092 -0.8 0.8 0.0
H -3.4731 -1.3687 -3.5096 0.1 -1.0 -0.3
H -4.1590 0.1648 -1.6130 0.8 -0.4 -1.0
H -5.7543 0.1444 -1.3381 -0.7 0.3 -0.4
H -5.2071 1.0708 -2.8064 0.2 0.1 0.3
C -0.1383 4.4504 0.0626 0.3 0.5 -1.0
C -1.5089 5.1641 0.0098 0.6 -0.6 0.1
C -2.7182 4.2549 -0.0140 -0.8 0.3 1.0
O -3.9868 4.9320 -0.0459 0.8 0.3 0.7
C -4.3713 5.5806 -1.2372 0.2 -1.1 -2.2
N -1.5068 6.1745 1.1854 -0.6 0.7 0.1
H -2.0814 6.9890 1.0226 -0.4 0.4 -0.9
H -1.8570 5.9596 2.1081 0.0 -1.4 0.4
H -0.5733 6.5376 1.3153 0.6 0.0 -0.1
H -0.0356 3.5736 -0.5767 -0.6 0.0 -0.2
H 0.2931 4.1539 1.0187 -0.5 0.3 0.3
H 0.5324 5.1500 -0.4362 0.5 -0.1 0.3
H -1.5208 5.8527 -0.8352 0.0 -0.3 -0.3
H -2.7706 3.6983 0.9217 0.1 0.0 0.3
H -2.5767 3.4600 -0.7462 -0.1 0.5 -0.7
H -3.7307 5.2928 -2.0709 0.5 -0.1 0.0
H -4.4121 6.6664 -1.3237 0.0 0.1 1.1
H -5.3129 5.1591 -1.5893 -0.4 0.2 0.5
C 3.8864 2.4006 3.6215 0.9 -0.5 1.2
C 2.4647 2.2620 4.1559 0.0 0.1 0.0
C 1.5575 1.9148 3.0497 -3.0 0.9 -2.3
O 0.2859 1.4648 3.5105 -0.7 -0.8 0.9
C -0.8884 2.2152 3.2876 -0.5 0.1 -0.3
N 2.3095 1.3122 5.3504 1.3 -0.4 -0.5
H 1.4388 0.8289 5.5186 -1.2 1.0 -0.1
H 2.8731 0.4769 5.2818 1.6 -0.8 -0.7
H 2.7028 1.8040 6.1401 -0.4 0.0 0.6
H 4.1311 1.6238 2.8970 -0.2 0.3 -0.3
H 4.5983 2.2107 4.4248 0.1 -0.1 0.3
H 4.1839 3.3988 3.3002 -0.6 -0.1 -0.5
H 2.0548 3.1749 4.5881 0.3 0.2 0.0
H 1.7673 1.3430 2.1458 1.2 -1.0 0.8
H 1.3541 2.8384 2.5078 0.3 0.7 0.2
H -1.1603 2.3947 2.2474 0.8 0.2 -0.5
H -0.9113 3.1546 3.8400 0.2 0.2 0.1
H -1.7832 1.6649 3.5784 0.4 -0.5 0.7
C -0.9613 -1.6706 3.4769 1.2 0.4 0.5
C -0.3316 -3.0870 3.4279 -3.3 -0.2 -3.8
O -0.4020 -3.6888 2.3470 1.4 1.3 4.8
N 0.1995 -3.7396 4.7314 1.1 -0.7 -3.1
H 0.9163 -3.1668 5.1533 0.0 0.8 0.4
H -0.5017 -4.0526 5.3875 -0.5 0.3 0.1
C 1.0604 -5.0043 4.3069 -1.0 1.7 0.9
H -1.0302 -1.3046 2.4525 0.5 -0.2 0.0
H -0.3325 -1.0121 4.0762 0.5 0.1 -0.3
H -1.9343 -1.3967 3.8848 -0.4 -1.4 0.4
H 1.8325 -4.6046 3.6496 0.0 -0.5 0.1
H 0.3478 -5.6581 3.8042 0.6 -0.4 0.3
H 1.3965 -5.1750 5.3296 0.5 -1.4 -0.6
P -0.9803 3.5011 -4.1830 1.4 0.9 -1.1
F -2.4068 3.4640 -4.9522 -0.2 1.0 0.0
F -0.6868 2.0826 -4.8188 0.0 -2.0 1.2
F -0.1722 4.0340 -5.4499 0.1 0.9 -1.0
F 0.3853 3.5384 -3.2967 -0.6 -1.0 0.3
F -1.0986 5.1023 -3.7876 -1.8 -0.6 1.0
F -1.8180 2.8641 -2.8924 0.6 0.7 0.1
P 4.8402 3.5060 -1.1413 -1.2 0.3 -1.6
F 4.5516 3.6362 0.4683 -0.1 0.4 0.4
F 6.0542 4.5012 -1.0881 1.1 0.3 0.7
F 5.6856 2.2093 -0.8010 1.4 -0.5 0.0
F 5.1273 3.3140 -2.7563 -0.4 0.2 0.9
F 3.5720 2.5310 -1.2753 -1.2 -0.2 0.0
F 3.8581 4.8050 -1.3876 0.0 -0.5 0.0
P 3.8203 -1.9452 3.8051 5.3 -0.4 0.5
F 3.6323 -2.8205 2.4528 -0.3 -0.2 1.6
F 4.3624 -0.7285 2.8734 -1.4 0.1 -0.2
F 2.2747 -1.5341 3.7948 -1.1 0.3 -0.4
F 4.0099 -0.8777 5.0625 -0.4 0.3 0.6
F 3.4922 -3.0912 4.9533 -0.6 0.2 -1.4
F 5.4469 -2.3531 3.9939 -2.3 -0.1 -0.4
P -1.2370 -4.1353 -2.6885 -0.4 -4.2 1.0
F -1.0374 -2.6982 -3.4180 0.6 -0.6 -0.3
F 0.3175 -4.5658 -2.9279 -0.6 0.3 0.0
F -0.7706 -3.6279 -1.2478 -0.3 1.2 0.3
F -1.7370 -5.5789 -1.8458 1.1 1.4 -0.8
F -2.7738 -3.6527 -2.4861 -0.4 0.2 -0.1
F -1.5844 -5.0414 -4.0105 -0.3 1.8 -0.2
P 2.7909 -6.6605 0.5252 -1.0 -2.2 -0.8
F 1.5184 -7.5086 0.9270 -1.3 -0.7 0.4
F 2.2894 -5.5312 1.5474 -0.3 1.0 3.4
F 3.6216 -7.6154 1.5710 0.2 1.4 -0.1
F 4.0198 -5.6792 0.3360 1.5 -0.4 -1.2
F 3.0968 -7.7342 -0.6593 0.8 1.2 0.3
F 1.8687 -5.8017 -0.4849 0.1 0.3 -1.8
```
Positions in Å, forces in eV/Å.

=====

The following is a DFT calculation (ωB97M-V with the def2-TZVPD basis set) of a single C22H31N5O2S molecule at a distorted geometry.

Calculated values
SMILES string = Cc1ccc(CN2CCN(C(=O)CCC(=O)Nc3nnc(C(C)C)s3)CC2)c(C)c1
Frontier orbital gap = 9.053 eV
ΔE to the lowest compared entry with this formula, charge and spin = 8.8 kcal/mol
HOMO = -8.59 eV

Geometry as XYZ:
```
61
Properties=species:S:1:pos:R:3:forces:R:3
C -8.7017 0.1757 0.2810 0.0 0.0 0.1
C -7.2986 -0.0834 0.7388 0.0 0.0 0.0
C -6.6642 0.7830 1.6192 0.0 -0.1 0.0
C -5.3781 0.5225 2.0482 0.0 0.0 0.0
C -4.6871 -0.6004 1.6110 -0.1 0.0 0.0
C -3.2864 -0.8393 2.1211 0.0 0.0 0.0
N -2.5931 0.4208 2.3357 -0.1 0.0 0.2
C -2.2706 1.1268 1.1106 0.2 0.0 -0.2
C -1.0471 0.5469 0.3852 -0.3 0.3 -0.2
N 0.0851 0.5020 1.2947 -0.2 -0.1 -0.1
C 1.1808 1.2327 1.0331 0.1 -0.2 0.3
O 1.2737 1.8953 0.0057 0.0 0.3 -0.1
C 2.3035 1.1959 2.0632 0.1 0.3 -0.2
C 3.4973 2.0670 1.6501 0.0 -0.1 0.1
C 4.3872 1.3673 0.6420 -0.4 0.4 0.1
O 5.4716 0.8982 0.9158 0.2 -0.1 0.3
N 3.8566 1.3051 -0.6112 -0.4 0.2 0.0
C 4.4965 0.6919 -1.6467 1.1 -0.6 -0.1
N 3.9985 0.5719 -2.8312 -1.2 0.9 1.0
N 4.8099 -0.0565 -3.6757 0.6 -0.7 -1.2
C 5.9273 -0.4265 -3.1669 0.2 0.1 1.0
C 7.0185 -1.1178 -3.9076 0.2 0.0 -0.3
C 6.5170 -1.6203 -5.2584 0.1 0.0 0.2
C 8.1982 -0.1554 -4.0811 0.0 -0.2 0.1
S 6.0928 -0.0037 -1.4620 -0.5 0.0 -0.9
C -0.1988 -0.2614 2.4887 -0.2 0.0 0.5
C -1.4319 0.3446 3.1899 0.3 -0.2 0.0
C -5.3153 -1.4874 0.7354 0.0 0.1 0.0
C -4.6326 -2.7308 0.2432 0.0 0.1 0.0
C -6.6094 -1.2096 0.3146 0.0 0.1 0.1
H -8.8841 -0.2767 -0.6910 -0.1 0.0 -0.1
H -8.8965 1.2438 0.2164 -0.1 0.1 0.0
H -9.4100 -0.2527 0.9912 -0.1 0.0 0.0
H -7.1808 1.6644 1.9706 -0.1 0.1 0.0
H -4.8831 1.1975 2.7292 0.1 0.1 0.0
H -3.3525 -1.3476 3.0899 0.1 -0.1 -0.1
H -2.7458 -1.5064 1.4351 0.0 -0.1 0.1
H -3.1392 1.1017 0.4516 0.0 0.1 0.0
H -2.0628 2.1690 1.3727 0.0 0.0 -0.1
H -0.7746 1.1701 -0.4664 -0.1 -0.1 0.1
H -1.2551 -0.4684 0.0317 0.0 0.0 0.0
H 2.6343 0.1650 2.2088 -0.1 0.0 0.1
H 1.9130 1.5697 3.0127 0.0 -0.1 0.0
H 4.1065 2.2845 2.5278 0.0 0.0 -0.1
H 3.1304 3.0011 1.2215 0.0 0.0 0.1
H 2.9085 1.6625 -0.7647 0.2 -0.1 0.1
H 7.3528 -1.9685 -3.3015 0.0 0.0 -0.1
H 7.3185 -2.1291 -5.7884 0.1 0.0 -0.1
H 6.1665 -0.7847 -5.8569 -0.1 0.0 -0.1
H 5.6885 -2.3096 -5.1227 -0.1 -0.1 -0.1
H 9.0139 -0.6547 -4.5984 0.1 0.0 -0.1
H 7.8911 0.7084 -4.6664 0.0 0.1 0.0
H 8.5574 0.1881 -3.1134 0.1 0.1 0.0
H 0.6498 -0.2687 3.1681 0.0 0.0 -0.1
H -0.4151 -1.2957 2.1955 0.1 0.0 0.1
H -1.6745 -0.2396 4.0796 0.0 0.0 0.0
H -1.1866 1.3656 3.5028 0.1 0.0 0.1
H -4.3066 -3.3509 1.0773 0.1 -0.1 0.0
H -3.7582 -2.4823 -0.3590 0.1 -0.1 0.0
H -5.3101 -3.3155 -0.3738 0.0 -0.1 0.0
H -7.0952 -1.8949 -0.3665 0.0 -0.1 -0.1
```
Positions in Å, forces in eV/Å.

=====

Which of these has the lowest frontier orbital gap? C19H56F30N5O5P5